Entry from the Open Molecules 2025 dataset: C6H13NO in the gas phase (the ωB97M-V functional and the def2-TZVPD basis).

The geometry in XYZ format:
```
21
Properties=species:S:1:pos:R:3:forces:R:3
H -2.635085 1.484761 -0.280413 -1.4399 2.8343 -1.2980
O 1.897924 -1.286239 -0.743740 1.6349 -1.5430 -0.6708
C 2.552514 0.870693 0.937554 3.6335 0.8448 2.5263
N -0.196498 -0.823620 -0.102045 0.3486 2.7895 -0.4629
C -2.210297 0.716129 0.212822 2.9147 -3.6596 1.7143
H -1.495130 0.969405 0.991697 -0.2717 1.0139 0.2808
C -1.245309 -0.030245 -0.753569 -1.2304 0.1483 -0.5487
H -1.885917 -0.702594 -1.333094 0.2214 -0.1527 -0.2039
H -3.721055 0.150851 1.690027 -0.0257 0.3891 0.4572
H 2.753776 1.959652 1.249097 0.4744 -1.5243 -0.5314
C 1.123549 -0.431849 -0.454955 -1.3551 -0.5575 0.6712
H 2.212226 0.451837 1.954678 -0.0398 0.0148 -2.0120
H 2.238213 1.346992 -1.114150 -0.2492 -0.6411 0.4818
H -4.069086 -0.390871 0.062908 1.5830 -0.6825 1.2403
H -0.826951 0.672876 -1.511560 -0.0242 -0.4185 0.7144
H 0.911693 1.743116 -0.033632 0.0957 -0.7052 -0.2167
H 3.527484 0.319209 0.564108 -1.7316 1.1776 1.3610
C -3.207913 -0.251273 0.833087 -0.6791 -0.6917 -1.0360
H -0.363194 -1.806093 -0.063515 0.3545 -0.5040 -0.3289
C 1.684626 0.963825 -0.230338 -3.0216 0.9633 -1.1786
H -2.637900 -1.167568 1.220477 -1.1923 0.9046 -0.9594
```
Forces are in eV/Å.

## Properties
Gap between HOMO and LUMO, Eh: 0.38150
SMILES: CCCNC(=O)CC
Calculated total energy, eV: -9969.4601
Energy above the lowest of the compared OMol25 structures with the same formula, charge and spin, kcal per mole: 39.53